Formula: C21H52Br2F3N8O6P2S2
Source: the Open Molecules 2025 dataset
Level of theory: ωB97M-V/def2-TZVPD

## Properties
Energy above the lowest of the compared OMol25 structures with the same formula, charge and spin, kJ/mol: 0.00
Frontier orbital gap, eV: 8.40
Strongest force on any atom, hartree/bohr: 0.10304
E_tot, eV: -235312.4913

```
! RIJCOSX wB97M-V def2-TZVPD def2/J DEFGRID3
* xyz -1 1
N -2.36424 -3.99020 7.27434
C -1.58272 -3.63433 6.06914
C -2.39819 -2.82113 5.06777
C -1.97162 -2.94142 3.60638
C -0.57832 -2.39795 3.26636
C 0.57529 -3.28916 3.73712
S 2.09166 -3.11769 2.81979
O 1.76068 -3.01706 1.41588
O 2.81869 -4.32315 3.15095
N 2.91976 -1.80998 3.25813
S 3.09758 -1.46299 4.79516
O 4.22601 -0.56599 4.90289
O 3.12761 -2.58323 5.70552
C 1.71098 -0.41138 5.31012
C 1.14196 0.47192 4.19651
C 1.76579 1.87304 4.11698
F 2.93092 1.95166 4.78220
Br 0.51434 3.18096 4.88056
C 2.04380 2.28259 2.64352
F 1.05038 1.89017 1.84726
F 2.15660 3.62506 2.54871
Br 3.72482 1.57345 2.02421
H -2.15941 -3.31302 8.00002
H -1.97880 -4.85599 7.63373
H -1.17873 -4.53916 5.61756
H -0.70898 -3.03824 6.35312
H -3.42110 -3.20323 5.13317
H -2.45510 -1.77778 5.38748
H -2.05240 -3.97071 3.25019
H -2.68004 -2.34327 3.02894
H -0.51319 -1.37497 3.63155
H -0.50909 -2.33301 2.17814
H 0.78301 -3.07840 4.78433
H 0.24283 -4.32438 3.71388
H 2.11358 0.18916 6.12230
H 0.91613 -1.01613 5.74262
H 1.21459 -0.03508 3.23611
H 0.08209 0.60129 4.39522
O -0.75714 3.85515 -2.21258
P 0.56026 4.53896 -2.11909
N 0.51844 5.63399 -3.43303
C 1.68064 6.18191 -4.09600
C -0.51668 6.64713 -3.28485
N 1.64402 3.20112 -2.43137
C 2.31591 3.06832 -3.71464
C 1.03644 1.91308 -2.08844
N 1.66011 5.41416 -1.09671
C 3.07399 5.08749 -1.00736
C 1.09989 5.53005 0.27281
H 2.19579 6.94993 -3.49788
H 1.36071 6.65397 -5.02837
H 2.39180 5.41550 -4.38168
H -0.25221 7.39937 -2.52443
H -1.46091 6.18534 -2.99605
H -0.68167 7.16146 -4.23291
H 1.62981 3.15290 -4.56907
H 2.80639 2.09467 -3.76447
H 3.12481 3.79171 -3.83141
H 0.35227 1.55118 -2.86518
H 0.47982 1.97411 -1.15631
H 1.81790 1.16321 -1.94307
H 3.27275 4.06233 -0.68736
H 3.51901 5.76536 -0.27560
H 3.58630 5.28345 -1.94950
H 1.09379 4.56227 0.77409
H 0.07227 5.90331 0.23150
H 1.67176 6.23433 0.87717
O -3.03513 -2.55514 -1.41314
P -2.24384 -2.85008 -2.63819
N -0.75201 -2.09623 -2.36597
C 0.16039 -1.66273 -3.39911
C -0.01829 -2.68026 -1.23845
N -3.19527 -1.97648 -3.83353
C -2.70963 -0.71885 -4.38745
C -4.58255 -1.78230 -3.41410
N -1.72171 -4.09928 -3.74773
C -1.89973 -3.97579 -5.18247
C -2.20040 -5.42402 -3.30047
H 0.69469 -2.49582 -3.88295
H 0.91635 -1.01064 -2.95764
H -0.32565 -1.06217 -4.15977
H 0.40240 -3.66442 -1.48907
H -0.67086 -2.79776 -0.37563
H 0.79741 -2.02866 -0.93402
H -2.38948 -0.00610 -3.61660
H -3.50334 -0.25366 -4.97569
H -1.89397 -0.87100 -5.09505
H -4.69954 -0.95253 -2.70765
H -4.98460 -2.67707 -2.94391
H -5.19398 -1.57095 -4.29607
H -2.94042 -3.84798 -5.49135
H -1.51647 -4.89133 -5.64034
H -1.29678 -3.16375 -5.58763
H -3.28844 -5.53026 -3.40364
H -1.94390 -5.58044 -2.24962
H -1.71864 -6.22036 -3.86881
*
```

=====

Formula: C27H21Br2F3N8SSe4Ta
Source: the Open Molecules 2025 dataset
Level of theory: ωB97M-V/def2-TZVPD

## Properties
Energy above the lowest of the compared OMol25 structures with the same formula, charge and spin, kJ/mol: 106.28
Frontier orbital gap, eV: 7.09
Strongest force on any atom, hartree/bohr: 0.05737
E_tot, eV: -462267.9843

```
! RIJCOSX wB97M-V def2-TZVPD def2/J DEFGRID3
* xyz 1 1
Ta -0.77788 -1.26289 0.72092
Br 5.91452 -1.15009 4.22892
C 4.24742 -1.17919 3.33512
C 3.11462 -1.66479 3.97642
C 1.93852 -1.69209 3.25172
N 1.84792 -1.28609 1.99572
C 2.92502 -0.80129 1.37562
C 4.15682 -0.72819 2.02442
C 2.73762 -0.41029 -0.03638
C 3.77642 0.15901 -0.76838
C 3.58312 0.46111 -2.10858
Br 4.96882 1.26091 -3.11568
C 2.36022 0.16461 -2.69998
C 1.38292 -0.39069 -1.89718
N 1.54172 -0.64809 -0.60388
H 3.15002 -2.01219 4.99532
H 1.02032 -2.06809 3.68362
H 5.04182 -0.34859 1.54392
H 4.72672 0.37111 -0.31168
H 2.18262 0.36151 -3.74448
H 0.41692 -0.63879 -2.32258
Se -3.23038 -1.88419 0.50262
Se -2.20028 -2.87109 -1.41218
Se -1.00828 -4.64169 -0.48178
Se 0.56402 -3.45819 0.79792
F -3.13378 -4.85139 7.37722
C -3.74338 -3.82829 6.76712
F -3.92328 -2.87179 7.67932
F -4.95878 -4.26149 6.40512
C -2.96018 -3.34429 5.56722
C -2.53168 -4.25959 4.61342
C -1.86938 -3.76809 3.50072
N -1.63668 -2.47539 3.30362
C -2.02978 -1.61179 4.23372
C -2.68688 -1.99579 5.39242
H -2.70918 -5.31849 4.73002
H -1.51158 -4.45109 2.73772
H -1.80808 -0.56929 4.03622
H -2.98298 -1.26129 6.12512
S -0.63428 0.47451 2.16062
C 0.13542 2.49081 -0.63628
C -1.10218 1.90811 -1.20288
N -1.51648 0.65511 -1.08278
C -2.68918 0.56841 -1.79058
C -2.97558 1.77481 -2.33938
N -1.97218 2.61891 -1.95638
C -1.81438 3.97901 -2.41218
N -0.63348 4.08441 -3.20928
N 0.36512 4.92981 -2.87618
N 1.35032 4.77321 -3.64168
C 1.07502 3.77961 -4.53678
C 1.84362 3.20571 -5.54728
C 1.28922 2.14661 -6.22638
C -0.00138 1.67851 -5.94518
C -0.78988 2.24721 -4.96858
C -0.23078 3.30371 -4.25928
H 0.50452 1.87611 0.18112
H -0.05328 3.49331 -0.25788
H 0.91442 2.57051 -1.39558
H -3.25998 -0.33579 -1.88248
H -3.79878 2.09411 -2.94508
H -1.69858 4.67231 -1.57118
H -2.70648 4.24781 -2.98908
H 2.82542 3.58851 -5.76978
H 1.85862 1.65781 -7.00078
H -0.39158 0.85411 -6.52228
H -1.78918 1.88921 -4.77508
*
```

=====

Formula: C16H25F5N5O8
Source: the Open Molecules 2025 dataset
Level of theory: ωB97M-V/def2-TZVPD

## Properties
Frontier orbital gap, eV: 7.56
Strongest force on any atom, hartree/bohr: 0.03178
E_tot, eV: -54415.9843

```
! RIJCOSX wB97M-V def2-TZVPD def2/J DEFGRID3
* xyz -1 1
C 6.20124 2.05556 0.35069
C 5.68266 0.64426 0.63770
O 6.06445 -0.27274 -0.37175
C 4.97617 -0.81445 -1.10999
C 4.30133 0.22634 -1.99984
O 3.76261 -0.36590 -3.15361
C 2.35797 -0.20420 -3.31545
C 1.64370 -1.41498 -2.72049
O 0.26534 -1.26470 -2.55224
C -0.07257 -0.24792 -1.63114
C -1.43348 -0.44975 -0.94866
C -1.83239 0.94674 -0.41515
C -2.46654 1.86974 -1.43526
C -1.62894 2.60469 -2.44200
N -3.72015 2.03151 -1.34759
C -2.60906 -0.87833 -1.91232
O -2.43836 -0.58713 -3.10650
O -3.60675 -1.34106 -1.29041
N -1.32583 -1.38984 0.18700
N -1.25409 -0.88368 1.47704
C -2.32868 -1.16188 2.33802
O -2.39199 -1.98501 3.16575
F -3.31065 -0.29808 2.17568
C 0.00354 -0.64392 2.08368
O 0.51659 0.40386 2.17440
F 0.58361 -1.72725 2.56533
C -0.78393 -2.67308 -0.00328
F -1.12506 -3.48154 1.03098
F 0.59288 -2.67847 -0.02343
F -1.20190 -3.20762 -1.15530
H 5.47254 2.81358 0.61873
H 6.41597 2.13949 -0.70903
H 7.12213 2.23862 0.89234
H 4.60280 0.64832 0.77072
H 6.11710 0.30441 1.57618
H 4.26379 -1.23797 -0.40054
H 5.38404 -1.60511 -1.72781
H 5.06420 0.95735 -2.27181
H 3.54597 0.75671 -1.41891
H 2.02143 0.73500 -2.88424
H 2.17096 -0.16089 -4.38466
H 1.78225 -2.24384 -3.40908
H 2.15369 -1.68898 -1.78869
H -0.00708 0.73552 -2.07502
H 0.68194 -0.27127 -0.82949
H -2.58692 0.86103 0.35184
H -0.94298 1.43009 -0.00532
H -0.80000 3.12246 -1.96185
H -1.20757 1.92291 -3.17482
H -2.23734 3.31316 -2.99244
H -4.05238 2.66645 -2.07015
C -6.51145 0.19946 4.98403
O -7.59444 0.72230 4.78530
N -5.55340 0.07321 4.02308
N -6.16735 -0.31106 6.21330
H -4.66486 -0.35987 4.18621
H -5.76037 0.41628 3.10353
H -6.84702 -0.23818 6.94466
H -5.28737 -0.75034 6.40208
*
```

=====

Formula: C3H5NO2
Source: the Open Molecules 2025 dataset
Level of theory: ωB97M-V/def2-TZVPD

## Properties
Energy above the lowest of the compared OMol25 structures with the same formula, charge and spin, kJ/mol: 0.39
Frontier orbital gap, eV: 10.90
Strongest force on any atom, hartree/bohr: 0.01005
E_tot, eV: -8777.6907

```
! RIJCOSX wB97M-V def2-TZVPD def2/J DEFGRID3
* xyz 0 1
C 1.48380 0.82572 -0.22433
C 0.37830 0.14092 0.54337
O 0.36351 -0.01729 1.74391
N -0.65216 -0.30810 -0.28030
C -1.78293 -0.97938 0.14622
O -2.63594 -1.35379 -0.62356
H 1.92545 0.13280 -0.94887
H 2.25084 1.16584 0.46978
H 1.08717 1.68195 -0.78070
H -0.60009 -0.15742 -1.27911
H -1.81794 -1.13125 1.23357
*
```